{"formula": "C54H66F6O10", "method": "the ωB97M-V functional and the def2-TZVPD basis", "homo_energy_ha": -0.3277, "smiles": "COC(=O)OC.COC(=O)OC.Fc1ccccc1.Fc1ccccc1.Fc1ccccc1.Fc1ccccc1.Fc1ccccc1.Fc1ccccc1.CC(C)=O.CC(C)=O.CC(C)=O.CC(C)=O", "relative_energy_kcal_mol": 14.5, "e_lumo_ev": 0.520, "total_charge": 0, "species": ["F", "C", "C", "C", "C", "C", "C", "H", "H", "H", "H", "H", "F", "C", "C", "C", "C", "C", "C", "H", "H", "H", "H", "H", "F", "C", "C", "C", "C", "C", "C", "H", "H", "H", "H", "H", "F", "C", "C", "C", "C", "C", "C", "H", "H", "H", "H", "H", "F", "C", "C", "C", "C", "C", "C", "H", "H", "H", "H", "H", "F", "C", "C", "C", "C", "C", "C", "H", "H", "H", "H", "H", "C", "O", "C", "O", "O", "C", "H", "H", "H", "H", "H", "H", "C", "O", "C", "O", "O", "C", "H", "H", "H", "H", "H", "H", "C", "C", "O", "C", "H", "H", "H", "H", "H", "H", "C", "C", "O", "C", "H", "H", "H", "H", "H", "H", "C", "C", "O", "C", "H", "H", "H", "H", "H", "H", "C", "C", "O", "C", "H", "H", "H", "H", "H", "H"], "positions_angstrom": [[1.98, 1.51, 0.92], [1.27, 0.32, 1.02], [0.01, 0.17, 0.43], [-0.59, -1.04, 0.51], [-0.17, -2.03, 1.32], [1.06, -1.84, 1.94], [1.83, -0.66, 1.75], [-0.32, 0.92, -0.29], [-1.48, -1.17, -0.11], [-0.71, -2.96, 1.41], [1.53, -2.52, 2.60], [2.82, -0.64, 2.21], [5.59, -2.75, 1.66], [5.00, -3.94, 1.65], [5.36, -4.77, 2.69], [4.79, -6.07, 2.79], [3.82, -6.51, 1.83], [3.50, -5.62, 0.83], [4.10, -4.38, 0.71], [6.15, -4.40, 3.38], [5.08, -6.71, 3.65], [3.23, -7.42, 1.94], [2.71, -5.91, 0.17], [3.85, -3.73, -0.07], [1.04, -6.11, -2.43], [0.79, -4.89, -2.93], [0.85, -4.80, -4.29], [0.56, -3.52, -4.81], [0.22, -2.41, -4.06], [0.25, -2.60, -2.67], [0.61, -3.84, -2.09], [1.21, -5.61, -4.87], [0.58, -3.49, -5.87], [-0.07, -1.45, -4.43], [0.25, -1.77, -2.00], [0.72, -3.92, -1.01], [-3.15, 0.32, -5.28], [-1.87, 0.70, -5.10], [-1.51, 0.99, -3.79], [-0.16, 1.25, -3.56], [0.74, 1.34, -4.61], [0.30, 1.04, -5.92], [-0.99, 0.72, -6.16], [-2.30, 0.95, -3.00], [0.19, 1.46, -2.55], [1.72, 1.67, -4.40], [0.96, 1.03, -6.80], [-1.35, 0.71, -7.20], [6.13, 2.13, 4.92], [4.86, 2.53, 5.05], [4.00, 2.26, 4.01], [2.69, 2.63, 4.13], [2.26, 3.09, 5.35], [3.12, 3.35, 6.37], [4.49, 3.07, 6.27], [4.22, 1.74, 3.10], [2.03, 2.50, 3.25], [1.18, 3.28, 5.52], [2.66, 3.68, 7.30], [5.26, 3.30, 7.02], [4.51, -3.82, -4.78], [4.21, -2.65, -4.22], [3.82, -2.58, -2.88], [3.74, -1.37, -2.25], [3.89, -0.16, -2.93], [4.22, -0.25, -4.30], [4.47, -1.51, -4.94], [3.67, -3.51, -2.33], [3.57, -1.16, -1.21], [3.66, 0.83, -2.55], [4.37, 0.58, -4.94], [4.71, -1.49, -5.97], [-6.20, 4.65, -3.31], [-5.58, 3.53, -2.81], [-5.01, 3.64, -1.65], [-4.83, 4.67, -1.07], [-4.60, 2.37, -1.38], [-3.95, 2.30, -0.11], [-5.53, 5.49, -3.39], [-7.09, 4.96, -2.76], [-6.54, 4.43, -4.30], [-3.79, 1.19, 0.03], [-4.56, 2.67, 0.70], [-3.04, 2.84, -0.07], [-1.42, 4.42, -2.19], [-0.40, 4.04, -1.27], [0.78, 4.60, -1.48], [0.99, 5.46, -2.31], [1.67, 4.06, -0.72], [3.02, 4.50, -0.95], [-1.73, 3.56, -2.76], [-0.96, 5.21, -2.92], [-2.27, 4.90, -1.66], [3.70, 3.63, -0.77], [3.20, 5.31, -0.17], [3.08, 4.90, -1.99], [-4.97, -2.00, 2.57], [-4.04, -3.15, 2.59], [-3.71, -3.73, 1.57], [-3.54, -3.55, 3.97], [-5.31, -1.74, 1.56], [-4.46, -1.14, 2.94], [-5.82, -2.28, 3.20], [-2.92, -4.48, 3.89], [-4.36, -3.65, 4.70], [-2.89, -2.69, 4.35], [0.57, 5.64, 3.35], [-0.34, 4.50, 2.95], [-0.64, 3.59, 3.73], [-0.85, 4.44, 1.60], [0.09, 6.57, 3.26], [1.49, 5.80, 2.70], [0.80, 5.47, 4.39], [-1.82, 3.93, 1.67], [-0.18, 3.88, 0.93], [-0.97, 5.42, 1.16], [-1.26, -1.52, 5.90], [-1.61, -0.40, 4.98], [-2.73, -0.39, 4.44], [-0.60, 0.68, 4.77], [-0.50, -2.24, 5.56], [-2.14, -2.05, 6.30], [-0.81, -1.03, 6.82], [0.10, 0.61, 5.65], [-1.13, 1.64, 4.68], [-0.12, 0.53, 3.81], [-5.19, -1.53, -2.85], [-4.01, -2.35, -2.43], [-2.97, -1.83, -2.08], [-4.27, -3.84, -2.24], [-4.96, -0.48, -2.72], [-5.93, -1.78, -2.08], [-5.65, -1.77, -3.83], [-3.34, -4.41, -2.46], [-5.12, -4.16, -2.87], [-4.57, -3.92, -1.18]], "lowdin_charge": [0.013, -0.267, -0.009, -0.115, -0.082, -0.055, -0.025, 0.113, 0.107, 0.111, 0.091, 0.123, 0.077, -0.313, -0.020, -0.060, -0.083, -0.094, -0.015, 0.125, 0.106, 0.103, 0.096, 0.077, 0.058, -0.330, 0.001, -0.070, -0.054, -0.058, -0.010, 0.108, 0.090, 0.073, 0.081, 0.111, 0.054, -0.281, -0.012, -0.095, -0.075, -0.083, -0.043, 0.129, 0.095, 0.079, 0.114, 0.130, 0.055, -0.293, -0.021, -0.086, -0.129, -0.092, 0.003, 0.112, 0.106, 0.103, 0.110, 0.124, 0.082, -0.304, -0.014, -0.086, -0.087, -0.069, -0.002, 0.107, 0.095, 0.094, 0.085, 0.103, -0.067, 0.026, -0.635, 0.142, -0.008, -0.039, 0.094, 0.110, 0.089, 0.121, 0.091, 0.054, -0.014, -0.040, -0.674, 0.095, -0.013, -0.011, 0.069, 0.133, 0.094, 0.103, 0.116, 0.104, -0.024, -0.516, 0.048, -0.023, 0.084, 0.055, 0.095, 0.096, 0.092, 0.061, -0.005, -0.474, 0.027, -0.016, 0.065, 0.116, 0.065, 0.100, 0.082, 0.094, -0.045, -0.482, 0.024, -0.015, 0.094, 0.082, 0.099, 0.099, 0.076, 0.079, -0.023, -0.500, 0.042, -0.015, 0.072, 0.086, 0.098, 0.098, 0.081, 0.079]}

---

{"formula": "C54H73BN3O3PdSiTe", "method": "the ωB97M-V functional and the def2-TZVPD basis", "homo_energy_ha": [-0.2101, -0.2759], "relative_energy_kcal_mol": 15.9, "e_lumo_ev": [0.437, -1.818], "total_charge": 0, "multiplicity": 6, "species": ["Pd", "C", "Si", "C", "N", "C", "C", "C", "C", "C", "C", "C", "C", "C", "C", "C", "C", "C", "C", "C", "C", "C", "H", "H", "H", "H", "H", "H", "H", "H", "H", "H", "H", "H", "H", "H", "H", "H", "H", "H", "H", "H", "H", "H", "H", "H", "C", "N", "C", "C", "C", "C", "C", "C", "C", "C", "H", "H", "H", "H", "H", "H", "H", "H", "H", "H", "H", "H", "C", "C", "C", "O", "B", "O", "C", "C", "C", "H", "H", "H", "H", "H", "H", "H", "H", "H", "H", "H", "H", "C", "C", "O", "N", "Te", "C", "C", "C", "C", "C", "C", "C", "C", "C", "C", "C", "C", "C", "C", "C", "C", "C", "C", "H", "H", "H", "H", "H", "H", "H", "H", "H", "H", "H", "H", "H", "H", "H", "H", "H", "H", "H", "H", "H", "H", "H", "H", "H"], "positions_angstrom": [[-0.18, -0.04, 2.02], [-0.56, 1.88, 2.90], [-1.69, 3.03, 1.98], [-3.33, 2.29, 1.33], [-3.35, 0.96, 0.74], [-3.28, -0.13, 1.68], [-3.80, -1.42, 1.05], [-3.68, -1.37, -0.48], [-2.39, -0.65, -0.85], [-2.41, 0.80, -0.35], [-2.29, 4.38, 3.14], [-2.94, 4.03, 4.33], [-3.39, 4.99, 5.22], [-3.19, 6.34, 4.94], [-2.56, 6.71, 3.77], [-2.11, 5.74, 2.88], [-0.81, 3.81, 0.52], [-1.51, 4.55, -0.43], [-0.88, 5.13, -1.52], [0.49, 4.97, -1.69], [1.21, 4.23, -0.76], [0.57, 3.66, 0.33], [-0.92, 1.63, 3.90], [0.47, 2.23, 2.95], [-3.69, 2.99, 0.57], [-4.06, 2.32, 2.14], [-3.82, 0.13, 2.59], [-2.21, -0.25, 2.01], [-4.84, -1.58, 1.34], [-3.21, -2.26, 1.45], [-4.53, -0.81, -0.89], [-3.71, -2.37, -0.90], [-2.21, -0.66, -1.92], [-1.55, -1.18, -0.37], [-2.69, 1.49, -1.15], [-1.39, 1.08, -0.03], [-3.10, 2.98, 4.56], [-3.88, 4.69, 6.13], [-3.53, 7.09, 5.64], [-2.40, 7.76, 3.54], [-1.61, 6.05, 1.97], [-2.58, 4.70, -0.32], [-1.45, 5.70, -2.24], [0.99, 5.41, -2.54], [2.28, 4.11, -0.89], [1.15, 3.09, 1.03], [2.66, -1.01, 4.32], [2.37, 0.40, 4.38], [1.59, 0.74, 5.55], [3.58, 1.20, 4.25], [3.88, 1.78, 2.88], [4.85, 2.78, 2.82], [5.24, 3.37, 1.63], [4.64, 2.98, 0.44], [3.65, 2.01, 0.47], [3.30, 1.42, 1.67], [3.19, -1.37, 5.22], [3.27, -1.24, 3.45], [1.73, -1.58, 4.22], [2.08, 0.43, 6.49], [0.62, 0.24, 5.49], [1.41, 1.81, 5.59], [4.47, 0.62, 4.56], [3.52, 2.04, 4.94], [5.32, 3.10, 3.74], [6.00, 4.14, 1.63], [4.92, 3.44, -0.50], [3.13, 1.72, -0.44], [-0.53, -4.67, 0.90], [0.07, -4.28, 2.24], [1.22, -5.20, 2.59], [0.59, -2.94, 2.08], [-0.35, -2.05, 2.58], [-1.35, -2.70, 3.26], [-1.00, -4.10, 3.37], [-0.44, -4.31, 4.76], [-2.25, -4.93, 3.18], [0.23, -4.54, 0.12], [-1.37, -4.03, 0.64], [-0.86, -5.71, 0.89], [1.93, -5.23, 1.76], [0.86, -6.22, 2.76], [1.75, -4.87, 3.48], [0.46, -3.70, 4.92], [-0.19, -5.35, 4.95], [-1.19, -4.00, 5.49], [-2.79, -4.64, 2.27], [-2.92, -4.78, 4.03], [-2.01, -5.99, 3.12], [3.38, -1.15, 0.17], [2.17, -0.35, 0.56], [2.29, 0.45, 1.69], [1.02, -0.40, 0.05], [0.92, -1.62, -2.40], [0.48, -2.97, -3.95], [-0.59, -3.86, -3.84], [-1.58, -3.82, -2.71], [-0.78, -4.81, -4.84], [0.07, -4.90, -5.93], [-0.14, -5.94, -6.99], [1.14, -4.02, -6.01], [1.36, -3.05, -5.04], [2.55, -2.13, -5.18], [0.54, 0.33, -4.05], [-0.73, 0.58, -4.55], [-1.76, -0.51, -4.74], [-1.06, 1.87, -4.96], [-0.15, 2.92, -4.89], [-0.53, 4.31, -5.35], [1.12, 2.65, -4.40], [1.47, 1.37, -3.96], [2.88, 1.14, -3.48], [4.19, -0.97, 0.87], [3.71, -0.91, -0.84], [3.10, -2.21, 0.20], [-1.22, -3.24, -1.85], [-1.82, -4.82, -2.36], [-2.52, -3.36, -3.03], [-1.61, -5.50, -4.75], [-1.07, -6.50, -6.83], [0.68, -6.66, -7.01], [-0.20, -5.49, -7.98], [1.82, -4.08, -6.85], [3.22, -2.50, -5.96], [3.12, -2.06, -4.25], [2.22, -1.12, -5.44], [-1.72, -1.26, -3.95], [-1.60, -1.03, -5.68], [-2.77, -0.09, -4.75], [-2.05, 2.06, -5.36], [-1.53, 4.33, -5.76], [0.16, 4.67, -6.11], [-0.49, 5.01, -4.52], [1.85, 3.44, -4.35], [3.34, 2.06, -3.13], [3.51, 0.75, -4.29], [2.92, 0.41, -2.67]], "lowdin_charge": [0.762, -0.248, 0.624, -0.205, -0.211, -0.196, -0.145, -0.180, -0.189, -0.186, -0.240, -0.108, -0.093, -0.098, -0.090, -0.087, -0.250, -0.103, -0.084, -0.095, -0.073, -0.077, 0.003, -0.004, 0.083, 0.084, 0.130, 0.050, 0.112, 0.088, 0.115, 0.098, 0.078, 0.067, 0.130, 0.083, 0.098, 0.099, 0.098, 0.100, 0.093, 0.099, 0.100, 0.098, 0.086, 0.076, -0.089, -0.270, -0.103, -0.143, -0.109, -0.036, -0.076, -0.072, -0.030, -0.212, 0.093, 0.087, 0.059, 0.087, 0.080, 0.085, 0.132, 0.122, 0.117, 0.104, 0.107, 0.109, -0.010, -0.473, -0.005, 0.045, -0.628, 0.071, -0.472, -0.010, -0.005, 0.090, 0.084, 0.095, 0.093, 0.097, 0.084, 0.087, 0.093, 0.096, 0.080, 0.094, 0.097, -0.018, -0.550, -0.070, 0.050, 1.506, -0.467, -0.318, -0.086, -0.016, -0.266, -0.051, -0.015, -0.305, -0.078, -0.191, -0.301, -0.059, -0.022, -0.273, -0.049, -0.033, -0.315, -0.078, 0.091, 0.064, 0.080, 0.002, 0.086, 0.086, 0.118, 0.072, 0.081, 0.080, 0.119, 0.079, 0.056, 0.070, 0.023, 0.090, 0.079, 0.112, 0.074, 0.080, 0.053, 0.115, 0.068, 0.078, 0.009]}